Entry 1:
12
Properties=species:S:1:pos:R:3 method="wB97M-V/def2-TZVPD" charge=0 homo_energy_ev=-10.684 de_lowest_kj_mol=499.73 largest_force_ev_per_a=7.4
C 0.326 -1.524 0.007
C -1.885 -0.365 -0.183
C 1.253 1.427 0.213
N -0.532 -0.526 0.075
O 1.467 -1.561 0.316
O -2.614 0.536 0.119
O -0.003 0.964 0.892
H -0.062 -2.358 -0.632
H -2.213 -1.274 -0.774
H 2.136 0.913 0.478
H 1.160 2.577 0.343
H 0.967 1.191 -0.853

Entry 2:
80
Properties=species:S:1:pos:R:3 method="wB97M-V/def2-TZVPD" charge=+1 s_squared=12.032 homo_energy_ev="-10.912 / -10.867" multiplicity=7 largest_force_ev_per_a=2.8
Eu 0.073 0.018 0.305
C -1.913 1.612 0.617
C -2.310 0.682 -0.426
C -2.130 -0.530 1.580
C -1.857 0.873 1.866
C -2.437 -0.652 0.172
C -1.864 3.091 0.465
H -1.523 3.448 -0.520
H -1.248 3.624 1.207
H -2.888 3.481 0.588
C -1.785 1.449 3.210
H -1.572 2.528 3.207
H -1.034 0.968 3.865
H -2.761 1.309 3.707
C -2.282 -1.602 2.571
H -3.350 -1.722 2.821
H -1.753 -1.418 3.519
H -1.932 -2.600 2.251
C -3.207 -1.805 -0.349
H -4.268 -1.592 -0.128
H -2.979 -2.751 0.168
H -3.146 -2.015 -1.433
C -3.019 1.174 -1.594
H -3.968 1.613 -1.203
H -3.281 0.399 -2.337
H -2.505 2.000 -2.139
C 1.462 0.449 -2.911
C 0.418 1.345 -3.068
C -0.160 1.638 -4.429
C -1.044 0.482 -5.001
C -1.126 -0.776 -4.157
C -0.090 -1.620 -4.060
C 1.233 -1.347 -4.749
C 2.103 -0.226 -4.103
H 0.637 1.872 -5.161
H -0.609 0.206 -5.981
H -0.775 2.560 -4.352
H 2.373 0.508 -4.885
H 1.838 0.116 -1.947
H -0.094 1.824 -2.241
H 3.059 -0.675 -3.759
H 1.809 -2.293 -4.795
H -0.186 -2.597 -3.579
H 1.040 -1.055 -5.800
H -2.063 0.861 -5.222
H -2.102 -1.016 -3.722
P 1.742 1.955 1.142
C 1.269 2.665 2.723
H 2.163 3.255 2.899
H 1.118 1.924 3.513
H 0.387 3.299 2.604
C 3.393 1.259 1.338
H 3.887 2.135 1.753
H 3.796 0.973 0.360
H 3.381 0.415 2.034
C 1.865 3.384 0.056
H 2.327 3.083 -0.887
H 2.508 3.994 0.685
H 0.878 3.833 -0.099
P 0.922 -2.516 0.223
C -0.368 -3.702 -0.184
H 0.287 -4.482 -0.559
H -1.104 -3.359 -0.914
H -0.842 -3.980 0.762
C 2.577 -2.635 -0.493
H 2.462 -2.758 -1.573
H 2.927 -3.525 0.022
H 3.200 -1.765 -0.238
C 1.294 -3.212 1.854
H 1.485 -4.237 1.528
H 0.433 -3.137 2.529
H 2.168 -2.714 2.287
C 1.054 0.464 5.539
S 1.096 -0.901 4.099
O 2.522 -1.155 4.405
O 0.051 -1.892 4.380
O 0.971 -0.506 2.587
H 1.191 -0.177 6.450
H 0.175 1.130 5.686
H 2.000 1.045 5.418

Entry 3:
88
Properties=species:S:1:pos:R:3 method="wB97M-V/def2-TZVPD" charge=0 homo_energy_ev=-9.390 smiles="CCOC1=C(c2ccncc2)C(=O)C=CC1=O.CCOS(C)(=O)=O.CCOS(C)(=O)=O.CCOS(C)(=O)=O.CCOS(C)(=O)=O" largest_force_ev_per_a=3.3
C -3.599 -3.661 -1.261
C -2.688 -2.789 -2.210
O -3.272 -1.527 -2.587
C -2.870 -0.488 -1.790
C -3.788 0.310 -1.164
C -5.300 0.105 -1.297
C -5.965 0.617 -2.499
C -7.425 0.426 -2.567
N -8.218 -0.189 -1.658
C -7.556 -0.636 -0.561
C -6.136 -0.545 -0.285
C -3.329 1.524 -0.298
O -4.144 2.359 0.023
C -1.856 1.693 0.115
C -0.923 0.921 -0.495
C -1.372 -0.092 -1.569
O -0.536 -0.598 -2.288
H -4.178 -4.420 -1.845
H -2.992 -4.180 -0.478
H -4.335 -2.963 -0.780
H -2.562 -3.373 -3.162
H -1.676 -2.717 -1.747
H -5.327 1.118 -3.254
H -7.937 0.833 -3.476
H -8.179 -1.141 0.219
H -5.688 -0.926 0.662
H -1.497 2.434 0.867
H 0.160 0.992 -0.268
O 1.285 -0.151 1.893
S 2.701 0.040 2.027
O 3.590 -1.063 2.238
O 2.974 1.150 3.156
C 2.429 0.933 4.467
C 3.189 -0.133 5.232
C 3.290 0.968 0.645
H 1.366 0.690 4.403
H 2.511 1.881 5.002
H 3.077 -1.112 4.763
H 2.823 -0.210 6.256
H 4.257 0.095 5.250
H 2.644 1.830 0.493
H 3.260 0.317 -0.227
H 4.315 1.277 0.839
O 3.685 2.187 7.846
S 5.099 2.375 7.997
O 5.986 1.273 8.222
O 5.360 3.490 9.122
C 4.802 3.282 10.427
C 5.555 2.218 11.204
C 5.704 3.296 6.617
H 3.739 3.039 10.352
H 4.879 4.233 10.955
H 5.446 1.237 10.739
H 5.177 2.147 12.225
H 6.622 2.445 11.233
H 5.059 4.156 6.453
H 5.681 2.637 5.749
H 6.727 3.605 6.820
O -5.510 -5.003 -4.177
S -5.745 -4.851 -5.584
O -4.689 -4.498 -6.486
O -6.974 -3.843 -5.803
C -6.887 -2.533 -5.223
C -5.932 -1.633 -5.969
C -6.534 -6.307 -6.197
H -6.618 -2.595 -4.165
H -7.889 -2.105 -5.279
H -4.905 -1.990 -5.879
H -5.978 -0.622 -5.562
H -6.165 -1.600 -7.035
H -7.360 -6.568 -5.539
H -5.791 -7.104 -6.204
H -6.884 -6.118 -7.210
O 4.849 1.099 -2.165
S 5.440 2.142 -2.953
O 4.664 3.240 -3.447
O 6.242 1.481 -4.174
C 5.529 0.606 -5.060
C 4.601 1.368 -5.988
C 6.835 2.796 -2.090
H 4.985 -0.152 -4.492
H 6.280 0.084 -5.655
H 3.796 1.851 -5.432
H 4.147 0.695 -6.716
H 5.145 2.153 -6.517
H 7.453 1.972 -1.737
H 6.458 3.372 -1.246
H 7.393 3.444 -2.762

Entry 4:
40
Properties=species:S:1:pos:R:3 method="wB97M-V/def2-TZVPD" charge=0 homo_energy_ev=-8.869 smiles="Cc1ccc(S(=O)(=O)CCC(=O)OCc2ccccc2F)cc1" de_lowest_kj_mol=0.00 largest_force_ev_per_a=0.7
C -7.096 -0.761 -0.212
C -5.617 -0.550 -0.114
C -5.034 -0.282 1.122
C -3.670 -0.082 1.230
C -2.885 -0.154 0.094
C -3.440 -0.420 -1.141
C -4.807 -0.619 -1.242
H -5.247 -0.834 -2.204
H -2.792 -0.487 -2.001
S -1.119 0.145 0.224
O -0.467 -0.476 -0.898
O -0.698 -0.238 1.546
C -0.993 1.973 0.035
C 0.057 2.293 -1.004
C 1.444 1.801 -0.618
O 2.375 1.772 -1.374
O 1.503 1.465 0.669
C 2.771 1.030 1.167
C 3.227 -0.267 0.557
C 4.534 -0.431 0.117
C 4.972 -1.605 -0.464
C 4.077 -2.649 -0.618
C 2.771 -2.514 -0.177
C 2.350 -1.334 0.411
H 1.333 -1.225 0.752
H 2.073 -3.328 -0.293
H 4.404 -3.568 -1.080
H 5.996 -1.683 -0.793
F 5.419 0.579 0.278
H 3.515 1.813 0.978
H 2.612 0.917 2.243
H -0.192 1.816 -1.954
H 0.125 3.371 -1.175
H -1.978 2.316 -0.274
H -0.744 2.366 1.016
H -3.197 0.110 2.180
H -5.656 -0.234 2.003
H -7.625 0.151 0.064
H -7.413 -1.546 0.473
H -7.387 -1.039 -1.221

Entry 5:
19
Properties=species:S:1:pos:R:3 method="wB97M-V/def2-TZVPD" charge=0 homo_energy_ev=-9.353 smiles=CC[C@@H]1C[C@@]1(C)O de_lowest_kj_mol=116.53 largest_force_ev_per_a=0.3
C 1.593 -0.811 0.261
C 0.887 0.441 0.763
O 1.358 0.935 1.992
C 0.361 1.428 -0.242
C -0.591 0.607 0.606
C -1.480 -0.513 0.083
C -1.495 -0.663 -1.435
H 2.216 -0.609 -0.618
H 0.891 -1.606 -0.008
H 2.235 -1.211 1.051
H 2.315 1.028 1.930
H 0.444 2.486 -0.008
H 0.478 1.182 -1.296
H -1.031 1.184 1.416
H -1.823 0.274 -1.895
H -2.504 -0.333 0.427
H -1.172 -1.457 0.555
H -2.178 -1.461 -1.746
H -0.503 -0.900 -1.836

Entry 6:
38
Properties=species:S:1:pos:R:3 method="wB97M-V/def2-TZVPD" charge=0 homo_energy_ev=-8.409 smiles="COC(=O)c1ccccc1NC(=O)c1ccc2c(c1)OCCO2" de_lowest_kj_mol=174.54 largest_force_ev_per_a=0.7
C 2.509 -2.494 0.613
H 2.972 -1.545 0.338
H 2.631 -3.230 -0.180
H 2.954 -2.862 1.539
O 1.111 -2.319 0.796
C 0.690 -1.108 1.181
O 1.422 -0.178 1.411
C -0.782 -1.084 1.392
C -1.240 -0.388 2.506
C -2.578 -0.392 2.850
C -3.477 -1.108 2.075
C -3.042 -1.771 0.944
C -1.700 -1.750 0.568
N -1.340 -2.392 -0.617
C -0.424 -2.062 -1.582
O -0.162 -2.864 -2.455
C 0.179 -0.706 -1.529
C -0.537 0.415 -1.130
C 0.084 1.652 -1.061
C 1.426 1.783 -1.439
C 2.126 0.664 -1.874
C 1.508 -0.567 -1.923
H 2.044 -1.439 -2.264
H 3.156 0.789 -2.168
O 2.076 2.983 -1.418
C 1.224 4.094 -1.238
C 0.172 3.787 -0.174
H -0.490 4.638 -0.012
O -0.645 2.718 -0.602
H 0.674 3.518 0.765
H 1.862 4.928 -0.940
H 0.722 4.334 -2.185
H -1.580 0.363 -0.862
H -1.840 -3.250 -0.820
H -3.749 -2.306 0.325
H -4.522 -1.137 2.343
H -2.917 0.147 3.721
H -0.515 0.141 3.107

Entry 7:
102
Properties=species:S:1:pos:R:3 method="wB97M-V/def2-TZVPD" charge=-1 homo_energy_ev=-5.897 de_lowest_kj_mol=3.62 largest_force_ev_per_a=0.5
Mg 0.072 0.141 0.852
C -2.107 -1.867 2.488
N -1.915 -0.819 1.459
C -2.855 -0.852 0.336
C -2.722 -2.044 -0.557
N -2.115 -3.160 -0.307
C -2.275 -3.921 -1.459
C -1.785 -5.189 -1.754
C -2.067 -5.718 -3.000
C -2.821 -5.002 -3.942
C -3.311 -3.737 -3.666
C -3.022 -3.218 -2.410
N -3.307 -2.009 -1.804
C -0.823 -2.497 2.938
N -0.393 -3.688 2.635
C 0.844 -3.785 3.254
C 1.773 -4.824 3.238
C 2.963 -4.641 3.913
C 3.242 -3.444 4.594
C 2.334 -2.403 4.626
C 1.133 -2.606 3.953
N 0.025 -1.810 3.768
H -2.742 -2.663 2.106
H -2.600 -1.422 3.360
H -2.046 0.089 1.897
H -2.624 0.046 -0.244
H -3.906 -0.779 0.661
H -1.188 -5.721 -1.026
H -1.689 -6.697 -3.264
H -3.015 -5.444 -4.911
H -3.880 -3.181 -4.400
H -3.772 -1.219 -2.215
H 1.564 -5.732 2.688
H 3.708 -5.426 3.905
H 4.195 -3.330 5.095
H 2.554 -1.471 5.132
H -0.041 -0.823 3.952
Cl 4.355 2.285 6.451
C 3.091 1.879 5.313
C 1.761 1.847 5.744
C 0.753 1.516 4.873
C 1.013 1.187 3.512
O 0.058 0.803 2.747
C 2.375 1.275 3.096
C 2.762 1.078 1.715
O 1.992 0.914 0.781
C 3.390 1.603 4.006
H 1.534 2.086 6.775
H -0.278 1.504 5.202
H 3.844 1.122 1.504
H 4.416 1.640 3.661
C -3.603 2.971 -1.429
C -2.257 2.970 -2.161
C -2.204 1.729 -3.060
C -2.135 4.207 -3.051
Si -0.829 2.800 -0.907
O -1.012 1.455 -0.066
C 0.778 2.773 -1.892
C 1.303 1.544 -2.304
C 2.468 1.469 -3.053
C 3.138 2.633 -3.406
C 2.641 3.864 -3.003
C 1.474 3.928 -2.251
C -0.699 4.294 0.259
C 0.321 4.207 1.215
C 0.508 5.183 2.181
C -0.330 6.291 2.216
C -1.346 6.404 1.282
C -1.526 5.415 0.320
H -4.429 2.971 -2.152
H -3.731 3.842 -0.784
H -3.707 2.086 -0.798
H -3.047 1.737 -3.764
H -2.255 0.808 -2.474
H -1.283 1.688 -3.644
H -2.952 4.230 -3.783
H -1.194 4.204 -3.606
H -2.177 5.139 -2.485
H 0.810 0.626 -2.006
H 2.856 0.500 -3.345
H 4.051 2.580 -3.987
H 3.167 4.775 -3.266
H 1.106 4.897 -1.928
H 0.980 3.346 1.207
H 1.302 5.075 2.911
H -0.191 7.057 2.969
H -2.006 7.264 1.301
H -2.334 5.534 -0.390
O 2.415 -2.296 0.235
C 1.528 -2.018 -0.567
O 0.531 -1.248 -0.350
C 1.545 -2.656 -1.945
C 0.586 -2.338 -2.898
C 0.621 -2.923 -4.156
C 1.614 -3.842 -4.465
C 2.573 -4.168 -3.514
C 2.540 -3.575 -2.261
H -0.189 -1.629 -2.634
H -0.136 -2.674 -4.889
H 1.637 -4.308 -5.443
H 3.348 -4.887 -3.753
H 3.275 -3.806 -1.502

Entry 8:
53
Properties=species:S:1:pos:R:3 method="wB97M-V/def2-TZVPD" charge=0 homo_energy_ev=-9.129 smiles=COCCC[C@@H](C#N)[C@](Br)(C#N)CCO.COCCOCCOC largest_force_ev_per_a=5.5
C 3.138 1.014 -1.219
O 2.545 2.209 -1.706
C 2.323 2.187 -3.115
C 0.884 2.577 -3.534
C 0.268 3.766 -2.743
C -0.125 3.463 -1.272
C -0.824 4.730 -0.762
N -1.374 5.668 -0.504
C -1.151 2.294 -1.066
Br -1.740 2.416 0.848
C -0.539 0.923 -1.192
N -0.004 0.027 -1.598
C -2.442 2.501 -1.929
C -2.793 1.331 -2.888
O -4.161 1.577 -3.317
H 4.206 0.954 -1.532
H 3.141 1.061 -0.113
H 2.579 0.100 -1.508
H 2.489 1.140 -3.464
H 3.112 2.792 -3.614
H 0.234 1.680 -3.581
H 0.954 2.916 -4.593
H 1.040 4.566 -2.716
H -0.575 4.159 -3.343
H 0.743 3.340 -0.597
H -3.307 2.631 -1.252
H -2.414 3.424 -2.538
H -2.785 0.335 -2.413
H -2.173 1.406 -3.803
H -4.545 0.692 -3.382
C 1.852 -2.978 5.454
O 1.043 -3.396 4.376
C -0.325 -3.506 4.742
C -1.214 -3.417 3.516
O -1.411 -2.084 3.055
C -0.312 -1.482 2.375
C -0.100 -2.024 0.974
O 0.599 -3.262 1.020
C 0.432 -4.010 -0.164
H 1.806 -3.701 6.277
H 2.879 -2.910 5.099
H 1.541 -1.989 5.808
H -0.598 -2.712 5.447
H -0.466 -4.482 5.225
H -2.209 -3.771 3.798
H -0.860 -4.064 2.712
H 0.599 -1.538 2.972
H -0.575 -0.425 2.287
H 0.507 -1.320 0.398
H -1.071 -2.153 0.481
H -0.626 -4.253 -0.319
H 0.986 -4.942 -0.057
H 0.820 -3.461 -1.029